# 1
Molecular formula: C5H8O
Method: DFT, ωB97M-V with the def2-TZVPD basis set

The geometry in XYZ format:
```
14
Properties=species:S:1:pos:R:3
C -1.948 -0.001 -0.009
C -0.451 0.033 -0.013
C 0.368 1.078 -0.007
C 1.800 0.620 -0.005
O 1.736 -0.800 -0.020
C 0.388 -1.228 0.003
H -2.367 1.007 0.001
H -2.335 -0.549 0.860
H -2.344 -0.521 -0.899
H 0.065 2.116 0.017
H 2.336 0.951 0.890
H 2.372 0.982 -0.877
H 0.195 -1.805 0.918
H 0.186 -1.884 -0.859
```

Gap between HOMO and LUMO (eV): 9.90
E_tot (Ha): -270.521080
Max |F| (eV Å⁻¹): 0.45
HOMO level (eV): -8.882

Let us look at the Mulliken charges, expressed in e, one per atom: atom 1 (C): -1.28, atom 2 (C): 0.68, atom 3 (C): -0.45, atom 4 (C): -0.39, atom 5 (O): -0.37, atom 6 (C): -0.42, atom 7 (H): 0.31, atom 8 (H): 0.30, atom 9 (H): 0.30, atom 10 (H): 0.39, atom 11 (H): 0.23, atom 12 (H): 0.24, atom 13 (H): 0.22, atom 14 (H): 0.24

# 2
Molecular formula: C5H8O
Method: DFT, ωB97M-V with the def2-TZVPD basis set

The geometry in XYZ format:
```
14
Properties=species:S:1:pos:R:3
C -0.749 -1.000 2.162
C -0.376 -0.311 1.247
C -0.028 0.595 0.148
C -1.146 0.690 -0.915
C 1.396 0.538 -0.377
O 2.347 0.048 0.175
H -1.032 -1.594 3.005
H 0.099 1.590 0.591
H -2.041 1.150 -0.480
H -1.431 -0.295 -1.297
H -0.829 1.304 -1.767
H 1.508 1.242 -1.229
H 0.868 -2.144 -0.818
H 1.413 -1.814 -0.444
```

Gap between HOMO and LUMO (eV): 10.70
E_tot (Ha): -270.427696
Max |F| (eV Å⁻¹): 0.75
HOMO level (eV): -9.859

Let us look at the Mulliken charges, expressed in e, one per atom: atom 1 (C): 0.09, atom 2 (C): -0.71, atom 3 (C): 0.76, atom 4 (C): -1.22, atom 5 (C): -0.33, atom 6 (O): -0.46, atom 7 (H): 0.45, atom 8 (H): 0.11, atom 9 (H): 0.32, atom 10 (H): 0.32, atom 11 (H): 0.38, atom 12 (H): 0.28, atom 13 (H): 0.13, atom 14 (H): -0.12

# 3
Molecular formula: C5H8O
Method: DFT, ωB97M-V with the def2-TZVPD basis set

The geometry in XYZ format:
```
14
Properties=species:S:1:pos:R:3
C -1.088 1.065 1.740
C -1.234 -0.141 0.960
C -1.186 -1.014 0.112
C -0.899 -0.486 -1.277
O 0.311 -0.894 -1.846
C 1.349 -1.243 -0.961
H -0.099 1.509 1.554
H -1.853 1.806 1.481
H -1.171 0.796 2.789
H -0.910 0.612 -1.138
H -1.708 -0.725 -1.964
H 1.119 -2.180 -0.434
H 2.229 -1.385 -1.592
H 1.575 -0.471 -0.206
```

Gap between HOMO and LUMO (eV): 9.94
E_tot (Ha): -270.407058
Max |F| (eV Å⁻¹): 1.04
HOMO level (eV): -9.063

Let us look at the Mulliken charges, expressed in e, one per atom: atom 1 (C): -1.12, atom 2 (C): 0.41, atom 3 (C): -0.38, atom 4 (C): -0.13, atom 5 (O): -0.37, atom 6 (C): -0.61, atom 7 (H): 0.27, atom 8 (H): 0.30, atom 9 (H): 0.34, atom 10 (H): 0.22, atom 11 (H): 0.28, atom 12 (H): 0.29, atom 13 (H): 0.25, atom 14 (H): 0.25

# 4
Molecular formula: C5H8O
Method: DFT, ωB97M-V with the def2-TZVPD basis set

The geometry in XYZ format:
```
14
Properties=species:S:1:pos:R:3
C 0.192 0.079 1.755
C 1.176 0.365 0.613
C 0.810 -0.312 -0.640
C 0.526 -1.061 -1.610
C -0.751 0.089 -1.526
O -1.889 -0.542 -1.040
H 0.160 -0.994 1.967
H 0.505 0.606 2.662
H -0.825 0.396 1.499
H 1.290 1.444 0.450
H 2.171 -0.019 0.866
H -0.785 0.334 -2.591
H -0.699 1.052 -0.999
H -1.881 -1.438 -1.406
```

Gap between HOMO and LUMO (eV): 10.71
E_tot (Ha): -270.402216
Max |F| (eV Å⁻¹): 0.62
HOMO level (eV): -9.769

Let us look at the Mulliken charges, expressed in e, one per atom: atom 1 (C): -0.97, atom 2 (C): -0.43, atom 3 (C): 0.97, atom 4 (C): -1.24, atom 5 (C): -0.31, atom 6 (O): -0.51, atom 7 (H): 0.30, atom 8 (H): 0.34, atom 9 (H): 0.29, atom 10 (H): 0.30, atom 11 (H): 0.27, atom 12 (H): 0.26, atom 13 (H): 0.33, atom 14 (H): 0.39